No. 1
{"formula": "C37H76BCl2KN11OP", "method": "the ωB97M-V functional and the def2-TZVPD basis", "homo_lumo_gap_ev": 8.189, "lumo_energy_ev": 0.3, "homo_energy_ha": -0.2907, "elements": ["K", "C", "C", "C", "C", "C", "C", "C", "C", "C", "N", "N", "B", "N", "N", "C", "C", "C", "C", "C", "C", "C", "C", "C", "N", "N", "C", "C", "C", "C", "C", "C", "C", "C", "C", "H", "H", "H", "H", "H", "H", "H", "H", "H", "H", "H", "H", "H", "H", "H", "H", "H", "H", "H", "H", "H", "H", "H", "H", "H", "H", "H", "H", "H", "H", "H", "H", "H", "H", "H", "H", "H", "H", "H", "H", "H", "H", "H", "H", "H", "H", "N", "C", "C", "C", "N", "H", "H", "H", "H", "H", "H", "H", "H", "H", "H", "Cl", "C", "Cl", "H", "H", "C", "N", "C", "P", "O", "N", "C", "C", "N", "C", "C", "H", "H", "H", "H", "H", "H", "H", "H", "H", "H", "H", "H", "H", "H", "H", "H", "H", "H"], "xyz": [[0.213, 0.347, -1.062], [-2.916, -1.605, -0.908], [-2.614, -3.094, -1.006], [-2.885, -3.608, -2.427], [-1.198, -3.425, -0.618], [-0.693, -4.718, -0.369], [0.661, -4.547, -0.177], [1.674, -5.626, 0.096], [1.374, -6.326, 1.425], [1.713, -6.632, -1.058], [0.916, -3.213, -0.291], [-0.232, -2.524, -0.557], [2.304, -2.519, -0.333], [2.492, -1.832, -1.731], [1.430, -1.402, -2.465], [1.829, -1.329, -3.723], [3.193, -1.688, -3.824], [3.574, -2.002, -2.535], [4.911, -2.468, -2.031], [6.042, -1.628, -2.625], [5.117, -3.955, -2.334], [0.863, -0.995, -4.835], [1.458, 0.022, -5.812], [-0.484, -0.506, -4.293], [2.539, -1.581, 0.891], [2.119, -0.288, 0.948], [2.555, 0.200, 2.104], [3.238, -0.789, 2.831], [3.195, -1.915, 2.031], [3.800, -3.258, 2.333], [5.319, -3.222, 2.142], [3.441, -3.703, 3.752], [2.391, 1.646, 2.471], [3.706, 2.402, 2.239], [1.951, 1.825, 3.924], [-3.931, -1.391, -1.250], [-2.812, -1.251, 0.119], [-2.215, -1.041, -1.528], [-3.278, -3.633, -0.323], [-2.173, -3.162, -3.127], [-2.772, -4.692, -2.483], [-3.898, -3.349, -2.750], [-1.244, -5.648, -0.344], [2.661, -5.174, 0.170], [0.400, -6.822, 1.387], [2.134, -7.083, 1.642], [1.356, -5.609, 2.250], [0.757, -7.155, -1.146], [1.908, -6.126, -2.007], [2.497, -7.377, -0.893], [3.142, -3.370, -0.264], [3.806, -1.733, -4.713], [4.922, -2.338, -0.948], [6.090, -1.755, -3.709], [5.896, -0.566, -2.413], [7.005, -1.932, -2.207], [5.106, -4.126, -3.414], [6.076, -4.303, -1.939], [4.321, -4.557, -1.887], [0.689, -1.923, -5.389], [1.594, 0.984, -5.310], [2.426, -0.307, -6.196], [0.789, 0.171, -6.666], [-0.353, 0.450, -3.772], [-1.197, -0.361, -5.109], [-0.894, -1.229, -3.583], [3.690, -0.709, 3.811], [3.393, -3.994, 1.643], [5.770, -2.498, 2.827], [5.757, -4.205, 2.341], [5.581, -2.930, 1.122], [3.888, -3.040, 4.498], [2.358, -3.702, 3.902], [3.813, -4.715, 3.934], [1.626, 2.070, 1.815], [4.472, 2.037, 2.929], [4.076, 2.255, 1.224], [3.575, 3.475, 2.410], [2.712, 1.431, 4.603], [1.811, 2.885, 4.152], [1.014, 1.306, 4.132], [-0.844, -2.003, 2.711], [-0.472, -1.321, 3.951], [-1.631, -0.498, 4.498], [-1.999, 0.721, 3.643], [-2.626, 0.463, 2.333], [-1.485, -2.766, 2.889], [-0.038, -2.391, 2.235], [0.356, -0.653, 3.710], [-0.111, -2.003, 4.729], [-1.367, -0.155, 5.505], [-2.516, -1.140, 4.604], [-1.091, 1.302, 3.456], [-2.671, 1.365, 4.215], [-3.502, -0.029, 2.474], [-2.039, -0.195, 1.811], [-0.679, 2.863, 0.787], [-2.359, 2.999, 0.230], [-2.767, 1.763, -0.966], [-2.488, 3.972, -0.222], [-2.996, 2.845, 1.090], [0.186, 5.459, -1.983], [1.353, 4.583, -2.026], [2.626, 5.279, -1.974], [1.144, 3.123, -2.793], [-0.043, 2.429, -2.237], [2.539, 2.284, -2.543], [3.610, 2.018, -3.494], [2.941, 2.131, -1.139], [1.000, 3.352, -4.425], [-0.276, 3.115, -5.096], [1.890, 4.266, -5.123], [0.177, 6.027, -1.048], [-0.726, 4.864, -2.029], [0.184, 6.175, -2.815], [2.756, 5.747, -0.995], [2.694, 6.067, -2.733], [3.450, 4.582, -2.124], [3.267, 2.165, -4.514], [3.930, 0.979, -3.398], [4.474, 2.669, -3.311], [2.158, 2.519, -0.483], [3.861, 2.691, -0.937], [3.113, 1.082, -0.886], [-0.932, 2.534, -4.454], [-0.119, 2.565, -6.028], [-0.769, 4.064, -5.335], [1.369, 5.187, -5.404], [2.273, 3.805, -6.038], [2.744, 4.533, -4.501]], "mulliken_charge": [0.90, -0.28, 0.14, -1.48, -0.27, -0.93, -0.06, 1.15, -1.65, -1.77, 0.37, 1.17, -1.05, 0.72, -0.13, -0.52, -0.69, -0.33, 1.76, -1.67, -1.44, 0.96, -1.52, -0.23, 0.53, 0.71, -0.43, -0.73, -0.02, 2.09, -1.48, -1.70, 2.77, -1.78, -1.53, 0.53, -0.16, -0.45, 0.51, 0.20, 0.42, 0.44, 0.60, -0.38, 0.35, 0.43, 0.26, 0.38, 0.36, 0.43, -0.36, 0.42, -0.90, 0.31, 0.32, 0.45, 0.37, 0.43, 0.05, 0.45, 0.13, 0.36, 0.47, -0.34, 0.68, -0.66, 0.40, -0.88, 0.36, 0.39, 0.24, 0.35, 0.27, 0.41, -1.40, 0.41, 0.26, 0.39, 0.27, 0.44, 0.20, -0.11, 0.32, -0.79, -0.51, -0.19, 0.24, -0.18, -0.43, 0.33, 0.39, 0.38, 0.05, 0.44, 0.28, -0.19, -0.09, -0.63, -0.09, 0.45, 0.45, -1.02, 0.75, -1.02, -0.77, -0.62, 1.92, -0.77, -2.03, 0.70, -0.87, -1.14, 0.36, 0.20, 0.26, 0.30, 0.32, 0.27, 0.21, -0.23, 0.31, 0.52, 0.45, 0.25, 0.19, 0.30, 0.30, 0.29, 0.33, 0.31]}



No. 2
{"formula": "C37H77F9N2O9", "method": "the ωB97M-V functional and the def2-TZVPD basis", "smiles": "CCCCCCCC[C@@](C#N)(CCC(F)(F)C(F)(F)C(F)(F)C(F)(F)F)[C@](O)(C#N)CCC.CCO.CCO.CCO.CCO.CCO.CCO.CCO.CCO", "homo_lumo_gap_ev": 9.433, "lumo_energy_ev": -0.4, "homo_energy_ha": -0.3619, "elements": ["C", "C", "C", "C", "C", "C", "C", "C", "C", "C", "N", "C", "C", "C", "F", "F", "C", "F", "F", "C", "F", "F", "C", "F", "F", "F", "C", "O", "C", "N", "C", "C", "C", "H", "H", "H", "H", "H", "H", "H", "H", "H", "H", "H", "H", "H", "H", "H", "H", "H", "H", "H", "H", "H", "H", "H", "H", "H", "H", "H", "H", "H", "C", "C", "O", "H", "H", "H", "H", "H", "H", "C", "C", "O", "H", "H", "H", "H", "H", "H", "C", "C", "O", "H", "H", "H", "H", "H", "H", "C", "C", "O", "H", "H", "H", "H", "H", "H", "C", "C", "O", "H", "H", "H", "H", "H", "H", "C", "C", "O", "H", "H", "H", "H", "H", "H", "C", "C", "O", "H", "H", "H", "H", "H", "H", "C", "C", "O", "H", "H", "H", "H", "H", "H"], "xyz": [[4.604, 0.340, -0.718], [3.007, 0.493, -1.163], [2.813, 0.327, -2.783], [2.152, 1.698, -3.473], [0.611, 1.408, -3.975], [-0.340, 2.767, -3.957], [-1.905, 2.329, -4.352], [-2.598, 1.844, -2.947], [-4.189, 2.281, -2.789], [-4.961, 2.413, -4.267], [-5.436, 2.472, -5.490], [-4.924, 0.982, -2.049], [-6.549, 1.135, -1.905], [-7.154, 0.637, -0.445], [-8.452, 1.392, -0.284], [-6.247, 1.170, 0.597], [-7.340, -0.991, -0.445], [-8.269, -1.312, -1.590], [-6.054, -1.702, -0.790], [-7.940, -1.630, 0.937], [-7.357, -3.021, 1.039], [-7.544, -0.936, 2.183], [-9.566, -1.822, 0.975], [-10.066, -2.931, 0.080], [-9.894, -2.296, 2.372], [-10.353, -0.583, 0.777], [-4.422, 3.705, -2.014], [-4.913, 3.596, -0.631], [-5.595, 4.566, -2.840], [-6.643, 5.078, -3.449], [-3.105, 4.694, -1.974], [-2.186, 4.514, -0.597], [-2.375, 5.789, 0.451], [5.325, 0.821, -1.526], [4.760, 0.913, 0.300], [4.907, -0.781, -0.513], [2.399, -0.342, -0.592], [2.615, 1.534, -0.768], [3.881, 0.143, -3.268], [2.122, -0.591, -3.066], [2.237, 2.570, -2.689], [2.858, 1.980, -4.382], [0.098, 0.594, -3.293], [0.582, 1.023, -5.103], [0.022, 3.600, -4.709], [-0.292, 3.263, -2.878], [-1.858, 1.516, -5.192], [-2.379, 3.312, -4.816], [-1.939, 2.123, -2.012], [-2.608, 0.651, -2.980], [-4.736, 0.064, -2.789], [-4.354, 0.717, -1.063], [-7.023, 0.550, -2.827], [-6.936, 2.257, -2.033], [-4.416, 2.909, -0.098], [-3.541, 5.803, -1.901], [-2.449, 4.674, -2.943], [-2.309, 3.466, -0.089], [-1.046, 4.571, -0.946], [-3.307, 5.687, 1.152], [-1.418, 5.836, 1.142], [-2.415, 6.834, -0.123], [1.222, -3.724, 1.244], [0.381, -2.549, 0.792], [0.980, -1.930, -0.337], [2.235, -3.396, 1.501], [0.777, -4.210, 2.117], [1.321, -4.462, 0.442], [0.303, -1.804, 1.589], [-0.629, -2.871, 0.521], [1.036, -2.597, -1.042], [3.497, -6.826, 2.409], [3.289, -7.129, 0.940], [3.733, -6.034, 0.151], [2.950, -5.922, 2.697], [3.155, -7.658, 3.031], [4.555, -6.639, 2.620], [2.228, -7.294, 0.729], [3.843, -8.024, 0.641], [4.678, -5.902, 0.339], [2.901, -10.996, 3.977], [2.171, -10.323, 5.121], [1.584, -9.110, 4.674], [3.680, -10.339, 3.577], [3.363, -11.931, 4.306], [2.214, -11.214, 3.153], [2.866, -10.088, 5.933], [1.383, -10.969, 5.518], [0.963, -9.330, 3.959], [2.482, -10.077, -2.051], [3.585, -10.527, -1.115], [3.031, -10.941, 0.124], [1.915, -9.251, -1.609], [2.893, -9.750, -3.010], [1.771, -10.890, -2.231], [4.280, -9.705, -0.921], [4.148, -11.361, -1.545], [2.421, -11.677, -0.059], [5.039, 5.220, -1.233], [3.638, 5.626, -1.641], [2.683, 4.913, -0.869], [5.184, 4.144, -1.374], [5.788, 5.758, -1.821], [5.209, 5.428, -0.171], [3.465, 5.397, -2.696], [3.481, 6.699, -1.490], [2.839, 5.130, 0.066], [6.536, 3.484, 3.069], [5.723, 3.212, 1.820], [5.172, 1.905, 1.875], [7.343, 2.750, 3.170], [6.972, 4.486, 3.041], [5.912, 3.396, 3.964], [6.355, 3.279, 0.930], [4.907, 3.934, 1.719], [4.605, 1.859, 2.665], [-5.910, 2.284, 4.767], [-4.752, 2.290, 3.791], [-3.670, 1.536, 4.318], [-5.605, 2.707, 5.729], [-6.751, 2.864, 4.377], [-6.248, 1.261, 4.961], [-4.403, 3.312, 3.616], [-5.046, 1.857, 2.830], [-3.988, 0.628, 4.461], [5.639, 8.517, 0.844], [4.238, 8.923, 0.437], [3.283, 8.210, 1.208], [5.784, 7.441, 0.703], [6.388, 9.055, 0.256], [5.809, 8.725, 1.906], [4.065, 8.694, -0.619], [4.081, 9.996, 0.587], [3.439, 8.427, 2.143]], "mulliken_charge": [-0.62, 0.28, -0.75, 0.12, -0.54, -0.15, -0.60, -1.06, 1.80, -0.29, -0.62, -1.24, -0.95, 0.60, -0.32, -0.22, 0.66, -0.30, -0.30, 0.46, -0.29, -0.24, 0.63, -0.22, -0.25, -0.20, 0.79, -0.50, -0.17, -0.58, -0.70, 0.14, -1.11, 0.30, -0.05, 0.26, -0.12, 0.15, 0.37, 0.27, -0.23, 0.31, 0.16, 0.19, 0.34, -0.15, 0.40, 0.33, 0.26, 0.35, 0.50, 0.42, 0.46, 0.28, 0.40, 0.57, 0.11, 0.24, -0.13, 0.23, 0.33, 0.29, -0.93, -0.41, -0.45, 0.27, 0.38, 0.25, 0.31, 0.27, 0.24, -0.86, 0.06, -0.51, 0.21, 0.16, 0.34, 0.27, 0.04, 0.30, -0.91, -0.32, -0.50, 0.23, 0.39, 0.26, 0.27, 0.29, 0.29, -0.98, -0.30, -0.44, 0.23, 0.33, 0.36, 0.25, 0.31, 0.28, -0.44, -0.08, -0.43, 0.19, 0.41, -0.27, 0.35, 0.04, 0.23, -1.25, 0.17, -0.57, 0.31, 0.34, 0.35, 0.24, 0.05, 0.27, -1.13, 0.38, -0.55, 0.32, 0.33, 0.29, 0.25, -0.17, 0.31, -0.78, -0.28, -0.48, 0.05, 0.30, 0.37, 0.24, 0.31, 0.29]}



No. 3
{"formula": "C37H80BIN5O2S", "method": "the ωB97M-V functional and the def2-TZVPD basis", "homo_lumo_gap_ev": 8.967, "charge": 1, "lumo_energy_ev": -3.2, "homo_energy_ha": -0.4461, "elements": ["N", "B", "O", "C", "N", "C", "C", "C", "S", "C", "N", "N", "C", "O", "C", "I", "N", "H", "H", "H", "H", "H", "H", "H", "H", "H", "H", "C", "C", "C", "C", "C", "C", "H", "H", "H", "H", "H", "H", "H", "H", "H", "H", "H", "H", "H", "H", "C", "C", "C", "C", "C", "C", "H", "H", "H", "H", "H", "H", "H", "H", "H", "H", "H", "H", "H", "H", "C", "C", "C", "C", "C", "C", "H", "H", "H", "H", "H", "H", "H", "H", "H", "H", "H", "H", "H", "H", "C", "C", "C", "C", "C", "C", "H", "H", "H", "H", "H", "H", "H", "H", "H", "H", "H", "H", "H", "H", "C", "C", "C", "C", "C", "C", "H", "H", "H", "H", "H", "H", "H", "H", "H", "H", "H", "H", "H", "H"], "xyz": [[3.526, -2.540, 2.341], [4.346, -1.415, 2.059], [5.644, -1.301, 2.473], [3.702, -0.207, 1.235], [2.474, 0.291, 1.364], [2.237, 1.310, 0.466], [0.970, 2.094, 0.322], [0.212, 2.250, 1.634], [-0.424, 0.705, 2.371], [-0.825, -0.284, 1.017], [-1.955, -0.316, 0.404], [-1.838, -1.253, -0.594], [-0.644, -1.712, -0.510], [0.080, -1.163, 0.484], [3.398, 1.429, -0.241], [3.883, 2.693, -1.774], [4.275, 0.493, 0.253], [2.582, -2.453, 1.984], [3.872, -3.421, 1.980], [6.263, -1.866, 2.000], [1.792, -0.048, 2.038], [0.328, 1.672, -0.444], [1.288, 3.079, -0.011], [0.804, 2.789, 2.366], [-0.671, 2.854, 1.455], [-0.218, -2.455, -1.155], [5.212, 0.337, -0.081], [-1.676, 4.736, -6.317], [-1.896, 3.319, -5.795], [-1.771, 3.204, -4.277], [-0.393, 3.560, -3.717], [0.754, 2.731, -4.289], [0.630, 1.239, -3.996], [-0.670, 5.098, -6.099], [-1.808, 4.775, -7.398], [-2.390, 5.430, -5.869], [-1.199, 2.634, -6.286], [-2.897, 2.989, -6.083], [-2.035, 2.185, -3.976], [-2.514, 3.855, -3.808], [-0.419, 3.431, -2.627], [-0.187, 4.620, -3.885], [1.693, 3.086, -3.855], [0.834, 2.882, -5.367], [0.588, 1.054, -2.919], [1.488, 0.695, -4.396], [-0.266, 0.811, -4.446], [1.517, -0.682, 5.211], [0.884, -2.069, 5.162], [-0.452, -2.147, 5.897], [-0.369, -1.847, 7.395], [0.592, -2.744, 8.175], [0.209, -4.221, 8.142], [1.747, -0.375, 6.231], [2.457, -0.673, 4.647], [0.850, 0.061, 4.772], [1.584, -2.804, 5.567], [0.720, -2.353, 4.116], [-0.883, -3.139, 5.743], [-1.155, -1.442, 5.439], [-1.371, -1.942, 7.822], [-0.079, -0.803, 7.545], [0.608, -2.406, 9.213], [1.613, -2.621, 7.800], [-0.793, -4.370, 8.547], [0.901, -4.814, 8.740], [0.227, -4.623, 7.128], [5.505, -2.060, 6.164], [5.939, -1.650, 7.568], [4.974, -0.679, 8.243], [4.811, 0.668, 7.538], [6.103, 1.461, 7.346], [6.779, 1.847, 8.659], [5.463, -1.203, 5.488], [6.205, -2.780, 5.737], [4.517, -2.526, 6.186], [6.944, -1.223, 7.532], [6.013, -2.547, 8.188], [5.302, -0.512, 9.272], [3.989, -1.153, 8.317], [4.107, 1.275, 8.115], [4.342, 0.514, 6.560], [5.868, 2.372, 6.790], [6.804, 0.896, 6.725], [6.108, 2.443, 9.280], [7.675, 2.440, 8.474], [7.080, 0.970, 9.232], [-5.026, 1.074, -2.976], [-5.390, 2.100, -4.047], [-6.344, 3.185, -3.553], [-7.712, 2.678, -3.095], [-8.493, 1.897, -4.151], [-8.831, 2.720, -5.390], [-5.902, 0.527, -2.625], [-4.318, 0.340, -3.364], [-4.563, 1.561, -2.114], [-5.814, 1.588, -4.915], [-4.473, 2.580, -4.394], [-6.476, 3.927, -4.346], [-5.874, 3.718, -2.720], [-8.310, 3.536, -2.775], [-7.592, 2.051, -2.207], [-9.422, 1.543, -3.698], [-7.938, 1.002, -4.445], [-9.417, 3.602, -5.123], [-9.416, 2.133, -6.098], [-7.933, 3.057, -5.910], [-1.675, -4.170, -8.809], [-1.897, -4.257, -7.302], [-2.179, -2.905, -6.648], [-1.046, -1.884, -6.770], [0.294, -2.341, -6.198], [0.240, -2.622, -4.700], [-0.805, -3.560, -9.057], [-1.510, -5.160, -9.234], [-2.545, -3.735, -9.305], [-1.030, -4.731, -6.831], [-2.746, -4.916, -7.107], [-2.417, -3.063, -5.593], [-3.080, -2.475, -7.096], [-1.353, -0.963, -6.262], [-0.907, -1.613, -7.819], [1.034, -1.557, -6.385], [0.652, -3.228, -6.726], [-0.084, -1.733, -4.155], [1.229, -2.909, -4.328], [-0.450, -3.434, -4.462]], "mulliken_charge": [-0.34, 0.33, -0.52, -0.21, 0.76, 0.71, -0.57, -1.09, -0.21, 0.24, -0.20, -0.36, -0.08, -0.03, -0.51, 0.25, 0.05, 0.16, 0.26, 0.32, -0.27, -0.13, 0.68, 0.51, 0.54, 0.49, 0.23, -1.39, -0.28, -0.46, -0.86, -0.26, -0.24, 0.30, 0.42, 0.31, 0.21, 0.42, 0.22, 0.55, 0.14, 0.45, -0.07, 0.34, -0.14, 0.51, -0.10, -0.40, 0.01, -0.92, -0.83, 0.22, -1.34, 0.37, -0.13, 0.05, 0.22, 0.12, 0.40, 0.31, 0.43, 0.32, 0.44, -0.27, 0.30, 0.42, 0.29, -0.75, -0.60, -0.46, -0.10, -0.56, -1.28, 0.11, 0.43, 0.11, 0.30, 0.36, 0.35, 0.08, 0.45, -0.09, 0.41, 0.24, 0.30, 0.40, 0.29, -1.37, 0.68, -0.87, -0.83, -0.34, -1.19, 0.42, 0.36, 0.27, 0.35, -0.61, 0.37, 0.39, 0.40, 0.31, 0.39, 0.23, 0.30, 0.38, 0.28, -1.20, -0.43, -0.75, -0.33, -0.57, -1.03, 0.28, 0.38, 0.30, 0.22, 0.38, 0.31, 0.40, 0.06, 0.39, 0.36, 0.38, 0.07, 0.41, 0.39]}



> What is the formula in the first record?

C37H76BCl2KN11OP